1.
C3H4Br3P | ωB97M-V/def2-TZVPD

Atoms and positions in Å:
C: -1.21 -0.79 1.14
C: -1.06 -0.24 -0.06
C: 0.17 -0.22 -0.85
P: 1.87 0.33 0.49
Br: -2.56 0.62 -0.91
Br: 3.35 0.56 -1.12
Br: 1.29 2.42 0.87
H: -2.15 -0.77 1.66
H: -0.39 -1.26 1.64
H: 0.20 0.54 -1.63
H: 0.49 -1.19 -1.22

ΔE to the lowest compared entry with this formula, charge and spin: 5.0 kcal per mole
structure (SMILES): C=C(Br)CP(Br)Br
Kohn-Sham gap: 9.186 eV
lowest unoccupied orbital energy: 0.1 eV
highest occupied orbital energy: -9.12 eV
total charge: 0

2.
C5H10N2O2S | ωB97M-V/def2-TZVPD

Atoms and positions in Å:
C: -1.49 0.20 1.64
C: 1.43 0.67 1.03
C: 0.98 1.05 -1.73
C: -0.24 -1.22 -1.71
C: 0.87 -0.46 0.23
N: -2.37 -0.68 2.27
N: 0.54 -0.21 -0.97
O: -3.09 -1.46 1.63
O: -2.25 -0.73 3.48
S: -1.66 1.71 1.29
H: 2.01 1.29 0.39
H: 2.07 0.31 1.73
H: 0.62 1.16 1.53
H: 2.11 1.19 -1.77
H: 0.64 0.96 -2.75
H: 0.55 2.00 -1.32
H: -0.83 -1.83 -0.93
H: -1.02 -0.74 -2.42
H: 0.46 -1.81 -2.34
H: 0.65 -1.38 0.73

ΔE to the lowest compared entry with this formula, charge and spin: 138.6 kcal per mole
Kohn-Sham gap (alpha / beta): 6.506 / 6.507 eV
lowest unoccupied orbital energy (alpha / beta): -0.4 / -0.4 eV
highest occupied orbital energy (alpha / beta): -6.88 / -6.88 eV
total charge: 0

3.
C5H7NO | ωB97M-V/def2-TZVPD

Atoms and positions in Å:
C: 2.42 -0.04 -0.02
C: 0.94 0.12 -0.03
C: -0.08 -0.75 -0.25
C: -1.29 -0.01 -0.08
N: -2.59 -0.51 -0.25
C: -0.91 1.26 0.23
O: 0.45 1.35 0.25
H: 2.91 0.57 -0.79
H: 2.68 -1.08 -0.20
H: 2.84 0.26 0.95
H: 0.02 -1.80 -0.49
H: -2.64 -1.50 -0.07
H: -3.28 -0.02 0.31
H: -1.46 2.16 0.46

ΔE to the lowest compared entry with this formula, charge and spin: 16.1 kcal per mole
structure (SMILES): Cc1cc(N)co1
Kohn-Sham gap: 8.894 eV
lowest unoccupied orbital energy: 1.1 eV
highest occupied orbital energy: -7.83 eV
total charge: 0

4.
C18H28IrO5Se3Te | ωB97M-V/def2-TZVPD

Atoms and positions in Å:
Ir: 1.09 -0.23 1.47
C: -2.11 -0.75 1.73
C: -1.43 -1.90 1.04
O: -0.09 -2.08 1.53
C: 0.09 -2.69 2.82
C: 0.20 -1.66 3.92
O: 1.21 -0.69 3.54
C: 1.41 0.35 4.55
C: 0.34 1.42 4.53
O: 0.39 2.05 3.27
C: -0.81 2.57 2.71
C: -1.82 1.48 2.44
O: -1.21 0.36 1.78
H: -2.42 -1.01 2.75
H: -3.02 -0.47 1.18
H: -1.31 -1.69 -0.03
H: -1.99 -2.82 1.16
H: 1.02 -3.27 2.74
H: -0.73 -3.38 3.03
H: 0.51 -2.14 4.85
H: -0.75 -1.14 4.08
H: 2.39 0.76 4.34
H: 1.44 -0.15 5.52
H: 0.55 2.14 5.33
H: -0.65 0.99 4.72
H: -0.50 3.05 1.78
H: -1.26 3.33 3.36
H: -2.62 1.88 1.81
H: -2.28 1.12 3.37
Se: 3.11 -1.35 0.98
Se: 4.53 0.33 0.48
Te: 2.51 1.91 1.50
Se: 1.73 3.30 -0.21
C: -0.91 0.62 -6.77
C: -0.43 0.32 -5.39
C: 0.63 -0.55 -5.17
C: 1.09 -0.83 -3.90
C: 2.25 -1.78 -3.74
C: 0.45 -0.19 -2.79
C: 0.99 -0.45 -1.51
O: 0.63 0.13 -0.45
C: -0.65 0.70 -3.00
C: -1.38 1.37 -1.88
C: -1.06 0.93 -4.29
H: -0.37 0.05 -7.52
H: -0.78 1.68 -6.99
H: -1.97 0.40 -6.87
H: 1.11 -1.02 -6.02
H: 2.54 -2.17 -4.71
H: 2.00 -2.63 -3.10
H: 3.12 -1.28 -3.31
H: 1.78 -1.20 -1.44
H: -0.74 2.10 -1.38
H: -1.70 0.66 -1.12
H: -2.26 1.89 -2.27
H: -1.90 1.59 -4.47

multiplicity: 2
ΔE to the lowest compared entry with this formula, charge and spin: 0.0 kcal per mole
<S²>: 0.76
Kohn-Sham gap (alpha / beta): 6.833 / 5.464 eV
lowest unoccupied orbital energy (alpha / beta): -6.7 / -8.1 eV
highest occupied orbital energy (alpha / beta): -13.57 / -13.59 eV
total charge: +2

5.
C8H12O | ωB97M-V/def2-TZVPD

Atoms and positions in Å:
C: -0.24 2.67 -0.47
C: -0.84 1.76 0.60
C: -0.79 0.30 0.26
C: -1.97 -0.31 0.03
C: -1.19 -2.51 -0.08
C: 0.46 -0.29 0.12
C: 1.66 -0.52 0.10
C: 3.09 -0.99 0.01
H: 0.85 2.63 -0.57
H: -0.50 3.74 -0.38
H: -0.73 2.49 -1.44
H: -1.89 2.03 0.71
H: -0.39 1.87 1.61
H: -2.90 0.29 -0.10
H: -0.69 -2.45 0.86
H: -1.57 -3.52 -0.20
H: -0.50 -2.18 -0.87
H: 3.32 -1.20 -1.03
H: 3.83 -0.28 0.38
H: 3.24 -1.92 0.59
O: -2.27 -1.61 -0.13

ΔE to the lowest compared entry with this formula, charge and spin: 65.7 kcal per mole
structure (SMILES): CC#C/C(=C\OC)CC
Kohn-Sham gap: 8.754 eV
lowest unoccupied orbital energy: 0.9 eV
highest occupied orbital energy: -7.83 eV
total charge: 0

6.
CHFN2 | ωB97M-V/def2-TZVPD

Atoms and positions in Å:
C: 0.07 -0.92 -0.19
N: -0.50 0.79 -0.34
N: 0.62 0.24 -0.44
F: -0.23 -1.84 0.85
H: 0.04 1.73 0.13

ΔE to the lowest compared entry with this formula, charge and spin: 111.6 kcal per mole
structure (SMILES): FC1=NN1
Kohn-Sham gap (alpha / beta): 8.468 / 8.461 eV
lowest unoccupied orbital energy (alpha / beta): -0.7 / -0.7 eV
highest occupied orbital energy (alpha / beta): -9.16 / -9.15 eV
total charge: 0